[1]
A structure of composition C38H32ErN6O4 in a non-equilibrium geometry. Source: OMol25; level of theory: ωB97M-V with the def2-TZVPD basis set.

Output
total charge = +1
<S²> = 3.75
Kohn-Sham gap (spin up / spin down) = 5.07 / 5.08 eV
E_tot = -84672.517 eV
2S+1 = 4
relative energy (zero: lowest compared OMol25 entry of this formula, charge and spin) = 18.4 kcal/mol
E_LUMO (spin up / spin down) = -4.35 / -4.35 eV

Last column: Mulliken charge in e.
CARTESIAN COORDINATES (ANGSTROEM)
Er: 0.230 -0.704 0.561  1.319
O: -6.566 -3.156 0.577  -0.720
C: -5.797 -3.332 -0.418  0.429
O: -6.144 -3.889 -1.476  -0.700
C: -4.425 -2.866 -0.237  -0.682
C: -3.488 -2.825 -1.261  -1.519
C: -2.143 -2.364 -1.026  1.143
N: -1.718 -2.157 0.264  0.420
C: -2.592 -2.311 1.279  1.106
C: -3.981 -2.596 1.106  -1.321
C: -1.964 -1.884 2.546  0.705
C: -2.782 -1.761 3.692  -0.786
C: -2.168 -1.444 4.932  -0.539
C: -0.855 -1.019 4.923  -0.864
C: -0.150 -0.974 3.728  -0.284
N: -0.658 -1.431 2.580  0.397
C: -1.321 -1.923 -2.126  1.013
C: -1.686 -2.360 -3.392  -1.000
C: -1.086 -1.757 -4.506  -0.553
C: -0.080 -0.790 -4.354  -1.154
C: 0.282 -0.443 -3.025  -0.433
N: -0.243 -1.076 -1.925  0.383
H: -3.777 -3.039 -2.271  0.468
H: -4.653 -2.713 1.947  0.626
H: -3.877 -2.028 3.561  0.303
H: -2.705 -1.615 5.868  0.460
H: -0.306 -0.699 5.813  0.439
H: 0.816 -0.491 3.702  0.564
H: -2.414 -3.200 -3.496  0.495
H: -1.558 -2.005 -5.423  0.487
H: 0.464 -0.387 -5.196  0.455
H: 1.027 0.237 -2.791  0.713
C: 0.977 -3.916 1.130  -1.014
O: 1.374 -2.727 0.421  -0.240
C: 2.259 -2.892 -0.639  0.518
C: 2.589 -4.077 -1.297  -0.582
C: 3.504 -4.039 -2.359  -0.763
C: 4.132 -2.851 -2.683  -0.569
C: 3.948 -1.646 -1.949  -0.579
C: 2.886 -1.644 -0.972  0.612
N: 2.396 -0.524 -0.361  0.732
N: 3.057 0.605 -0.633  -0.758
C: 2.976 1.585 0.269  -0.020
C: 2.101 1.570 1.433  0.531
O: 1.448 0.470 1.812  -0.534
C: 1.928 2.773 2.162  -0.417
C: 2.653 3.932 1.906  -1.079
C: 3.587 3.963 0.800  0.608
C: 4.247 5.086 0.361  -0.551
C: 5.227 5.052 -0.634  -0.722
C: 5.496 3.823 -1.240  -0.537
C: 4.744 2.713 -1.000  -0.416
C: 3.749 2.758 0.009  0.887
H: 1.913 -4.429 1.489  0.416
H: 0.422 -4.593 0.456  0.360
H: 0.346 -3.641 1.968  0.228
H: 2.154 -5.017 -1.033  0.475
H: 3.783 -5.026 -2.855  0.336
H: 4.682 -2.841 -3.630  0.377
H: 4.511 -0.694 -2.064  0.248
H: 1.183 2.781 3.016  0.434
H: 2.616 4.839 2.546  0.390
H: 3.892 6.084 0.741  0.298
H: 5.834 5.922 -0.805  0.411
H: 6.320 3.746 -1.954  0.385
H: 5.007 1.788 -1.578  0.144
C: -4.200 2.788 0.280  -1.604
C: -2.713 3.273 0.182  1.865
C: -2.314 3.815 -1.181  -1.533
C: -2.306 4.088 1.397  -1.513
C: -1.881 1.988 0.396  0.003
N: -1.166 1.064 0.294  -0.692
H: -4.811 3.692 0.262  0.433
H: -4.396 2.282 1.235  0.376
H: -4.447 2.201 -0.543  0.441
H: -2.936 4.694 -1.393  0.407
H: -2.506 3.137 -2.001  0.394
H: -1.248 4.152 -1.187  0.322
H: -2.874 5.033 1.443  0.395
H: -1.281 4.319 1.482  0.374
H: -2.543 3.542 2.346  0.353



[2]
A structure of composition C38H32IN2O7PSTl in a non-equilibrium geometry. Source: OMol25; level of theory: ωB97M-V with the def2-TZVPD basis set.

Output
total charge = -1
Kohn-Sham gap = 7.48 eV
E_tot = -90159.980 eV
relative energy (zero: lowest compared OMol25 entry of this formula, charge and spin) = 27.6 kcal/mol
E_LUMO = 2.03 eV

Last column: Mulliken charge in e.
CARTESIAN COORDINATES (ANGSTROEM)
Tl: 0.279 -0.067 0.047  1.250
I: -0.981 1.033 2.597  0.131
C: -2.547 -0.128 3.483  -0.093
C: -2.374 -0.438 4.812  -0.662
C: -3.400 -1.015 5.565  -0.801
C: -4.611 -1.240 4.978  -0.794
C: -4.819 -0.953 3.614  0.954
C: -6.098 -1.163 3.058  -0.824
C: -6.350 -0.818 1.762  -1.179
C: -5.309 -0.345 0.959  -0.015
C: -4.016 -0.212 1.423  0.262
P: -2.742 0.123 0.111  0.870
C: -3.171 1.852 -0.251  1.540
C: -2.793 2.402 -1.471  -0.895
C: -3.009 3.741 -1.733  -0.983
C: -3.596 4.550 -0.774  -0.999
C: -3.943 4.014 0.454  -0.721
C: -3.729 2.675 0.719  -0.954
C: -3.563 -0.804 -1.252  0.023
C: -3.402 -2.184 -1.158  -0.871
C: -3.912 -3.027 -2.123  -0.450
C: -4.584 -2.498 -3.214  -0.623
C: -4.749 -1.127 -3.318  -0.787
C: -4.243 -0.282 -2.344  0.208
C: -3.756 -0.433 2.805  0.146
H: -1.440 -0.194 5.292  0.452
H: -3.242 -1.244 6.610  0.381
H: -5.442 -1.620 5.558  0.360
H: -6.871 -1.587 3.686  0.368
H: -7.338 -0.944 1.339  0.419
H: -5.536 -0.090 -0.066  0.428
H: -2.307 1.781 -2.210  0.985
H: -2.689 4.157 -2.677  0.457
H: -3.768 5.598 -0.973  0.391
H: -4.362 4.646 1.224  0.423
H: -3.983 2.266 1.687  0.339
H: -2.863 -2.566 -0.304  0.089
H: -3.779 -4.097 -2.034  0.445
H: -4.967 -3.150 -3.987  0.370
H: -5.276 -0.708 -4.165  0.444
H: -4.395 0.784 -2.437  0.504
O: 6.121 1.464 1.664  -0.562
C: 6.237 0.700 0.604  0.431
O: 7.314 0.398 0.134  -0.655
C: 4.981 0.208 -0.030  0.129
C: 4.914 -0.494 -1.223  -0.454
N: 3.622 -0.761 -1.463  -0.302
N: 2.844 -0.288 -0.495  0.229
C: 3.628 0.310 0.386  -0.178
C: 2.979 0.889 1.620  0.698
O: 3.676 1.532 2.414  -0.913
O: 1.757 0.635 1.752  -0.427
H: 5.154 1.570 1.997  0.452
H: 5.703 -0.802 -1.877  0.545
H: 3.197 -1.216 -2.258  0.157
O: 0.854 3.935 -0.583  -0.747
C: 0.347 2.898 -0.977  0.264
O: -0.184 2.021 -0.204  0.197
C: 0.263 2.672 -2.477  0.004
C: 0.243 3.848 -3.224  -1.061
C: 0.183 3.854 -4.601  -0.628
C: 0.147 2.643 -5.276  -0.579
C: 0.185 1.467 -4.561  -1.097
C: 0.232 1.454 -3.163  1.539
S: 0.255 -0.175 -2.492  -0.296
H: 0.272 4.771 -2.665  0.498
H: 0.181 4.787 -5.146  0.389
H: 0.087 2.617 -6.358  0.373
H: 0.174 0.517 -5.074  0.484
C: -0.777 -4.214 1.218  -1.989
C: 0.041 -3.131 0.489  1.761
C: 0.078 -3.441 -1.020  -1.272
C: 1.481 -3.146 1.026  -1.520
O: -0.578 -1.916 0.754  -0.037
H: -0.356 -5.194 1.011  0.417
H: -1.811 -4.184 0.883  0.359
H: -0.759 -4.021 2.288  0.360
H: 0.667 -4.337 -1.212  0.486
H: 0.526 -2.603 -1.552  0.224
H: -0.926 -3.581 -1.411  0.118
H: 1.984 -4.071 0.757  0.456
H: 1.479 -3.032 2.106  0.283
H: 2.028 -2.307 0.599  0.278